ORCA calculation (the ωB97M-V functional and the def2-TZVPD basis) on a cluster of 2 separate species, C2H3F2N in total.

Positions of all 8 atoms, in Å:
1 C 1.242 0.340 0.264
2 C -1.609 0.228 -0.334
3 N 1.576 -0.608 0.926
4 F 1.740 1.171 -0.680
5 F -2.050 -0.921 0.256
6 H -2.228 1.079 0.023
7 H -1.097 0.015 -1.191
8 H 2.426 -1.305 0.736

## Properties
**LUMO level (alpha / beta)**: 0.4403 / -0.4943 eV
**Frontier orbital gap (alpha / beta)**: 0.346 / 0.299 Eh
**Multiplicity**: 1
**DFT total energy**: -9042.3945 eV
**HOMO level (alpha / beta)**: -0.3303 / -0.3176 Eh
**Energy above the lowest of the compared OMol25 structures with the same formula, charge and spin**: 97.9 kcal/mol

ORCA calculation (the ωB97M-V functional and the def2-TZVPD basis) on an isolated molecule of C2H3F2NO.

Positions of all 9 atoms, in Å:
1 C -1.272 -0.054 0.381
2 C 0.094 -0.148 -0.347
3 N 1.318 0.176 0.332
4 O -0.611 -1.272 0.083
5 F 2.227 -0.719 -0.304
6 F 1.679 1.416 -0.123
7 H -1.310 0.324 1.471
8 H -2.197 0.222 -0.119
9 H 0.071 0.055 -1.374

## Properties
**<S²>**: 2.009
**LUMO level (alpha / beta)**: 1.0003 / -3.1359 eV
**Frontier orbital gap (alpha / beta)**: 0.249 / 0.306 Eh
**Multiplicity**: 3
**DFT total energy**: -11084.1224 eV
**HOMO level (alpha / beta)**: -0.2118 / -0.4209 Eh
**Energy above the lowest of the compared OMol25 structures with the same formula, charge and spin**: 150.6 kcal/mol

ORCA calculation (the ωB97M-V functional and the def2-TZVPD basis) on a structure of composition C2H3F2NO2S.

Positions of all 11 atoms, in Å:
1 C 1.052 -0.357 -0.164
2 C -0.533 -0.955 0.065
3 N 0.633 1.098 -0.239
4 O -1.488 1.240 1.357
5 O -1.656 1.279 -1.107
6 F -0.730 -1.722 1.181
7 F -0.879 -1.804 -0.908
8 S -1.007 0.880 0.065
9 H 1.810 -0.417 0.708
10 H 1.450 -0.857 -1.163
11 H 1.348 1.615 0.205

## Properties
**LUMO level**: 0.5360 eV
**Frontier orbital gap**: 0.413 Eh
**Multiplicity**: 1
**DFT total energy**: -23975.2749 eV
**HOMO level**: -0.3936 Eh
**Energy above the lowest of the compared OMol25 structures with the same formula, charge and spin**: 19.2 kcal/mol

ORCA calculation (the ωB97M-V functional and the def2-TZVPD basis) on an isolated molecule of C2H3F2NOS.

Positions of all 10 atoms, in Å:
1 H 1.021 1.646 1.348
2 N 0.199 1.382 0.829
3 C 0.111 0.388 0.114
4 O 0.848 -0.660 -0.132
5 S 2.572 -0.701 0.282
6 C -1.576 0.046 -0.445
7 F -2.476 0.618 0.203
8 F -1.710 -1.283 -0.120
9 H 2.861 -1.667 -0.508
10 H -1.849 0.230 -1.571

## Properties
**LUMO level**: -0.3833 eV
**Frontier orbital gap**: 0.352 Eh
**Multiplicity**: 1
**Structure (SMILES)**: [H]/N=C(\OS)C(F)F
**DFT total energy**: -21927.5494 eV
**HOMO level**: -0.3657 Eh
**Energy above the lowest of the compared OMol25 structures with the same formula, charge and spin**: 60.9 kcal/mol

ORCA calculation (the ωB97M-V functional and the def2-TZVPD basis) on an isolated molecule of C2H3F2OP.

Positions of all 9 atoms, in Å:
1 O -0.723 -1.988 0.119
2 C -0.938 -0.975 0.682
3 C -0.326 0.301 0.048
4 F -0.605 1.412 0.779
5 F -0.734 0.635 -1.232
6 P 1.493 0.017 -0.091
7 H -1.348 -0.773 1.665
8 H 1.661 -0.030 -1.519
9 H 1.519 1.399 -0.450

## Properties
**LUMO level**: -0.0800 eV
**Frontier orbital gap**: 0.378 Eh
**Multiplicity**: 1
**Structure (SMILES)**: O=CC(F)(F)P
**DFT total energy**: -18891.8675 eV
**HOMO level**: -0.3806 Eh
**Energy above the lowest of the compared OMol25 structures with the same formula, charge and spin**: 93.2 kcal/mol

ORCA calculation (the ωB97M-V functional and the def2-TZVPD basis) on a cluster of 2 separate species, C2H3F2P in total.

Positions of all 8 atoms, in Å:
1 C -0.731 0.456 -0.304
2 C 0.592 -0.232 -0.382
3 F 1.586 0.280 0.401
4 F 1.174 -0.813 -1.443
5 P -0.798 -1.195 0.525
6 H -0.930 1.287 0.393
7 H -1.332 0.644 -1.251
8 H 0.440 -0.428 2.061

## Properties
**LUMO level**: -0.5911 eV
**Frontier orbital gap**: 0.332 Eh
**Multiplicity**: 1
**DFT total energy**: -16842.4034 eV
**HOMO level**: -0.3541 Eh
**Energy above the lowest of the compared OMol25 structures with the same formula, charge and spin**: 100.6 kcal/mol